Molecular formula: C4H4N2O
Method: DFT, ωB97M-V/def2-TZVPD

For the molar mass, the calculation gives 96.089 g/mol. Its HOMO energy is -10.429 eV. The multiplicity is 1. Its SMILES is N#C/C=C\C(N)=O.

```
11
C4H4N2O (ωB97M-V/def2-TZVPD)
N -2.86080 -0.83967 -0.30065
C -1.90921 -0.10094 -0.30410
C -1.00428 1.04697 0.03819
C 0.41272 1.00619 -0.30283
C 1.36829 -0.17466 -0.21290
N 0.83581 -1.28068 -0.00227
O 2.59324 -0.07636 -0.30560
H -1.54263 2.04917 0.62545
H 0.96910 1.95770 0.00034
H 1.32455 -2.03733 0.41722
H -0.18680 -1.55039 0.34714
```

Molecular formula: C4H4N2O
Method: DFT, ωB97M-V/def2-TZVPD

For the molar mass, the calculation gives 96.089 g/mol. Its HOMO energy is -9.424 eV. The multiplicity is 1. Its SMILES is C1=COC=NN=C1.

```
11
C4H4N2O (ωB97M-V/def2-TZVPD)
C 0.71773 0.70880 1.12192
C 0.26561 1.44513 0.13004
O -0.73519 0.97229 -0.69326
C -0.24539 -0.09967 -1.40106
N -0.02883 -1.23643 -0.88115
N -0.24266 -1.44214 0.43552
C 0.22695 -0.65195 1.30090
H 1.32962 1.13755 1.93251
H 0.53008 2.49360 -0.03964
H -0.15786 -0.01971 -2.48055
H 0.29066 -1.05359 2.34237
```

Molecular formula: C4H4N2O
Method: DFT, ωB97M-V/def2-TZVPD

For the molar mass, the calculation gives 96.089 g/mol. Its HOMO energy is -9.391 eV. The multiplicity is 1. Its SMILES is N#CCOC=C=N.

```
11
C4H4N2O (ωB97M-V/def2-TZVPD)
N 1.63555 0.48982 -1.63608
C 0.95756 0.93971 -0.81400
C 0.06932 1.44231 0.26081
O -0.25452 0.44259 1.19755
C -0.95214 -0.59361 0.58597
C -0.36295 -1.74586 0.40954
N 0.33483 -2.67788 0.00666
H -0.84035 1.84079 -0.20782
H 0.57340 2.24506 0.80462
H -1.88899 -0.38879 0.08487
H 0.72829 -1.99413 -0.69212
```

Molecular formula: C4H4N2O
Method: DFT, ωB97M-V/def2-TZVPD

For the molar mass, the calculation gives 96.089 g/mol. Its HOMO energy is -9.874 eV. The multiplicity is 1.

```
11
C4H4N2O (ωB97M-V/def2-TZVPD)
O -0.60127 1.73704 2.16580
C -0.43822 0.95433 1.28171
C -1.29508 -0.17896 0.88260
C -0.99347 -0.99837 -0.15273
N 0.16845 -0.85385 -0.95435
C 0.68041 0.14042 -0.40601
N 0.77863 1.04646 0.39019
H -2.19238 -0.32484 1.46931
H -1.62581 -1.82998 -0.44370
H 2.98506 0.34629 -1.89283
H 2.53368 -0.03854 -2.34000
```

Molecular formula: C4H4N2O
Method: DFT, ωB97M-V/def2-TZVPD

For the molar mass, the calculation gives 96.089 g/mol. Its HOMO energy is -8.863 eV. The multiplicity is 1. Its SMILES is NC1=CC(=O)N=C1.

```
11
C4H4N2O (ωB97M-V/def2-TZVPD)
N -1.78888 -0.30863 -0.02732
C -0.46226 -0.07932 0.01215
C 0.60133 -0.88221 -0.02975
C 1.79724 -0.10579 -0.11705
O 2.87535 -0.49051 0.10821
N 1.42116 1.33560 -0.17160
C 0.13602 1.36194 0.10049
H -2.19288 -1.33722 -0.07728
H -2.57352 0.32058 0.04278
H 0.71830 -2.00620 -0.09658
H -0.53187 2.19176 0.25595
```

Molecular formula: C4H4N2O
Method: DFT, ωB97M-V/def2-TZVPD

For the molar mass, the calculation gives 96.089 g/mol. Its HOMO energy is -9.668 eV. The multiplicity is 1. Its SMILES is O=Cc1cnc[nH]1.

```
11
C4H4N2O (ωB97M-V/def2-TZVPD)
O -2.73352 -1.10442 -0.01265
C -1.99360 -0.15319 0.04380
C -0.46608 -0.11408 0.23479
C 0.12731 1.10279 0.00202
N 1.46475 1.07196 -0.21721
C 1.78965 -0.19099 -0.11343
N 0.75795 -1.02409 0.14527
H -2.45769 0.86700 -0.12670
H -0.39027 2.05421 -0.04168
H 2.82597 -0.51451 -0.22942
H 1.07552 -1.99468 0.31522
```

Molecular formula: C4H4N2O2
Method: DFT, ωB97M-V/def2-TZVPD

For the molar mass, the calculation gives 112.088 g/mol. Its HOMO energy is -9.152 eV. The multiplicity is 1. Its SMILES is [H]/N=C1N=C/C(=C/O)O/1.

```
12
C4H4N2O2 (ωB97M-V/def2-TZVPD)
H 2.27687 -2.17912 0.30071
N 2.51893 -1.17432 0.10280
C 1.45199 -0.50726 -0.12212
N 1.64613 0.98879 -0.10107
C 0.49374 1.53315 -0.07043
C -0.57298 0.61231 -0.09396
C -1.89040 0.30121 0.22142
O -2.40807 -0.99607 -0.11313
O -0.00708 -0.77046 -0.23330
H 0.31865 2.53205 -0.00481
H -2.41073 1.21469 0.16232
H -1.41705 -1.55497 -0.04843
```

Molecular formula: C4H4N2O2
Method: DFT, ωB97M-V/def2-TZVPD

For the molar mass, the calculation gives 112.088 g/mol. Its HOMO energy is -9.518 eV. The multiplicity is 1.

```
12
C4H4N2O2 (ωB97M-V/def2-TZVPD)
N 2.25449 -0.65224 0.46179
C 1.53605 0.06514 -0.37750
C 0.05409 -0.00555 -0.28354
N -0.65417 -1.08320 -0.14680
C -1.96095 -0.64266 -0.11615
C -1.95364 0.71759 -0.11854
O -0.66274 1.11924 -0.16898
H -2.80580 -1.31833 -0.02082
H -2.71340 1.48420 -0.01172
O 2.05999 1.25180 -0.32067
H 1.92693 -1.60771 0.56892
H 2.91916 0.67172 0.53402
```

In eV, the LUMO level values for the records above are, in order, -1.19, 0.40, 0.58, -0.44, -0.38, 0.45, -0.61, -0.17.